[1]
This record from OMol25 describes C11H34Na4O8V as an isolated structure at a distorted geometry. The level of theory is ωB97M-V with the def2-TZVPD basis set.

The geometry in XYZ format:
```
58
Properties=species:S:1:pos:R:3:nbo_charge:R:1
Na -2.41738 -0.86737 -3.63861 0.992
Na -3.89885 2.59407 0.39616 0.977
Na -3.57981 -2.23974 2.67118 0.993
Na -2.75666 -3.89211 -0.60498 0.979
V -4.28691 -0.88156 -0.89184 1.552
O -3.39977 0.07715 1.04790 -1.001
C -2.00140 -0.02648 1.08652 -0.119
C -1.28572 -0.43810 -0.31053 -0.110
O -1.97420 -1.43225 -1.08798 -1.038
H -1.70049 -0.81535 1.77590 0.130
H -1.59163 0.85888 1.57266 0.231
H -0.29386 -0.86140 -0.15201 0.209
H -1.12491 0.46362 -0.90141 0.153
O -2.22441 2.88783 3.81680 -0.882
H -3.05265 3.22409 3.47447 0.450
H -2.28890 1.93863 3.71152 0.444
O -4.95273 1.22226 3.27468 -0.903
H -4.37821 0.84194 2.61022 0.438
H -5.03110 2.14314 3.02555 0.466
O 0.96208 -2.32489 -2.83059 -0.885
H 1.67766 -1.70301 -2.69843 0.484
H 0.17778 -1.85034 -2.55510 0.423
C 2.78386 0.27047 -1.06527 -0.639
C 3.56979 1.11451 -0.06957 0.056
C 3.65535 0.44096 1.29008 -0.568
O 4.89532 1.24407 -0.63361 -0.137
H 1.78998 0.11065 -0.64722 0.208
H 3.12768 -0.75940 -1.16155 0.252
H 2.70104 0.67127 -2.07551 0.259
H 3.10070 2.09469 0.01580 0.245
H 4.00745 -0.56394 1.05704 0.254
H 2.67145 0.53518 1.74961 0.255
H 4.36756 1.00046 1.89655 0.279
H 5.20131 2.14348 -0.49565 0.533
C 0.59704 -5.55802 0.94925 -0.666
C 0.50745 -4.02922 0.59828 0.116
C 1.89921 -3.28386 0.72705 -0.674
O -0.04803 -3.84303 -0.70673 -0.786
H -0.36224 -6.07266 1.00428 0.211
H 0.89797 -5.88011 1.94616 0.271
H 1.19255 -6.08071 0.20074 0.264
H -0.14952 -3.40315 1.20206 0.101
H 1.79121 -2.22371 0.95626 0.170
H 2.55426 -3.31840 -0.14348 0.238
H 2.61049 -3.67367 1.45522 0.279
H 0.32728 -3.03131 -1.05579 0.479
C 0.74038 3.54426 -0.84551 -0.635
C -0.67716 4.01311 -1.32057 0.083
C -0.86237 3.81350 -2.81949 -0.617
O -1.52891 3.13717 -0.71184 -0.770
H 1.47785 4.23753 -1.25003 0.253
H 0.93212 2.53167 -1.20047 0.161
H 0.83799 3.34397 0.22147 0.222
H -0.99444 5.00792 -1.00787 0.235
H 0.09857 4.05291 -3.27487 0.258
H -1.65798 4.37146 -3.31326 0.261
H -0.98842 2.74149 -2.97119 0.130
H -1.64475 2.38145 -1.29243 0.433
```

Output
E_tot (eV): -71630.1110
Frontier orbital gap (alpha / beta) (eV): 4.656 / 4.450
Expectation value of S²: 6.03
Total charge: +5
2S+1: 5
E_HOMO (alpha / beta) (eV): -22.7 / -22.7

=====

[2]
This record from OMol25 describes C11H34O7V as an isolated structure at a distorted geometry. The level of theory is ωB97M-V with the def2-TZVPD basis set.

The geometry in XYZ format:
```
53
Properties=species:S:1:pos:R:3:nbo_charge:R:1
V -8.57219 -29.60795 12.28628 1.319
C -8.80311 -30.02599 8.99374 -0.203
O -8.69550 -29.33294 10.17386 -0.975
H -8.52480 -31.09961 9.05843 0.112
H -9.84106 -30.03401 8.60200 0.118
H -8.16405 -29.60910 8.19801 0.141
O -8.58225 -29.58645 14.34982 -1.220
H -8.77780 -28.75442 14.79033 0.448
C -6.71744 -32.86569 17.03385 -0.622
C -7.59794 -31.84605 16.35702 -0.054
O -6.93823 -31.34344 15.20716 -0.792
H -6.64178 -33.77911 16.43410 0.198
H -7.12971 -33.19480 17.98844 0.205
H -5.69753 -32.49764 17.14553 0.212
H -7.88643 -31.04424 17.04454 0.160
H -8.54450 -32.31571 16.04963 0.148
H -7.54360 -30.66344 14.82006 0.509
C -12.25836 -31.83436 11.30908 -0.631
C -11.66172 -30.43893 11.34856 -0.069
O -10.77562 -30.18589 12.44162 -0.727
H -12.99051 -31.82664 10.49924 0.219
H -12.79834 -32.07096 12.22874 0.203
H -11.51325 -32.60400 11.12324 0.215
H -12.46828 -29.69660 11.38652 0.162
H -11.12415 -30.23951 10.42240 0.217
H -11.28519 -30.05526 13.24628 0.491
C -10.87832 -26.76731 10.86159 -0.642
C -10.46336 -26.91875 12.30810 -0.052
O -9.08540 -27.32360 12.39648 -0.726
H -10.21794 -26.09031 10.31060 0.205
H -11.88466 -26.35205 10.77312 0.211
H -10.81166 -27.71733 10.32980 0.242
H -11.05066 -27.69247 12.79561 0.178
H -10.58938 -25.99232 12.87443 0.168
H -8.59915 -26.70917 11.83649 0.484
C -5.42938 -30.15576 10.34540 -0.624
C -5.21658 -29.76880 11.78770 -0.052
O -6.36593 -29.07528 12.28376 -0.731
H -5.70889 -29.30616 9.71996 0.225
H -6.24488 -30.87536 10.28267 0.223
H -4.49902 -30.54619 9.93113 0.210
H -4.32670 -29.15112 11.93303 0.167
H -5.06462 -30.67601 12.38290 0.175
H -6.09674 -28.51628 13.01776 0.490
C -9.33790 -33.55876 12.73567 -0.644
C -8.24777 -32.86760 11.93809 -0.058
O -7.80796 -31.69962 12.64937 -0.761
H -10.06605 -32.82306 13.07919 0.221
H -8.91472 -34.05829 13.61139 0.209
H -9.90734 -34.32843 12.20904 0.214
H -8.60567 -32.50515 10.97642 0.193
H -7.38193 -33.52223 11.82651 0.175
H -7.50159 -31.94688 13.54076 0.514
```

Output
E_tot (eV): -51978.8141
Frontier orbital gap (alpha / beta) (eV): 6.568 / 8.082
Expectation value of S²: 3.75
Total charge: 0
2S+1: 4
E_HOMO (alpha / beta) (eV): -6.1 / -7.6

=====

[3]
This record from OMol25 describes C11H37B2BrN7O17PTa as an isolated structure at a distorted geometry. The level of theory is ωB97M-V with the def2-TZVPD basis set.

The geometry in XYZ format:
```
77
Properties=species:S:1:pos:R:3:lowdin_charge:R:1
C 4.03204 -0.12390 1.07387 -0.177
C 2.69846 0.05401 2.01669 -0.237
B 1.37105 0.62441 1.23066 -0.522
O 0.70647 1.83997 1.81109 -0.116
Ta 0.47119 -0.37350 -0.71368 1.463
C -0.54109 -1.29901 -2.57938 -0.413
C 0.10543 -2.71612 -3.09193 -0.366
C -0.06104 -3.97288 -2.04816 -0.574
Br 1.61913 -4.36708 -0.97977 0.512
O -0.55838 -1.75637 0.62127 -0.280
B -1.94246 -1.24306 0.67058 -0.740
O -2.38431 -0.06478 1.49750 -0.040
O -3.02439 -1.85095 -0.16896 -0.018
P 1.60708 1.54745 -2.11965 0.598
N 1.64154 1.08208 -3.85800 -0.320
O 3.26093 1.71433 -1.58114 -0.478
H 3.83527 -0.67524 0.05389 0.039
H 4.53361 0.93431 0.84301 0.079
H 4.86605 -0.72959 1.67110 0.071
H 2.46520 -0.94707 2.61454 0.099
H 2.97186 0.85223 2.85575 0.072
H 0.40588 1.63439 2.76025 0.074
H 1.96588 -1.45197 -0.81896 -0.125
H -0.98485 0.80656 -0.52748 -0.069
H -1.70715 -1.48696 -2.42194 0.046
H -0.45255 -0.53502 -3.48687 0.025
H 1.23123 -2.64856 -3.43626 0.100
H -0.50325 -3.02186 -4.07237 0.102
H -0.22921 -4.94144 -2.72491 0.068
H -0.99465 -3.90706 -1.34148 0.071
H -2.85339 0.51612 0.79954 0.079
H -3.33217 -1.06454 -0.73636 0.113
H 2.30019 1.77646 -4.31933 0.017
H 0.69341 1.22445 -4.27512 -0.049
H 3.50688 2.69194 -1.54057 0.042
C -0.18883 2.12435 -7.98455 0.039
N -0.96752 1.79492 -6.76024 -0.402
O -0.38493 1.89686 -5.67434 0.032
O -2.14163 1.44321 -6.92402 0.058
H 0.82213 2.41627 -7.69229 0.097
H -0.16613 1.23049 -8.61119 0.100
H -0.69829 2.94906 -8.48707 0.099
C 1.31904 -4.54376 2.69840 0.020
N 2.56652 -4.60666 3.50688 -0.427
O 2.48541 -5.10665 4.63490 0.027
O 3.59191 -4.15222 2.98620 0.047
H 0.50052 -4.97639 3.27765 0.093
H 1.12190 -3.49274 2.47779 0.091
H 1.48950 -5.11641 1.78449 0.039
C 0.17738 5.37570 1.39173 0.030
N 0.61115 6.14507 0.19435 -0.418
O 0.83989 5.50409 -0.83804 0.046
O 0.70981 7.37075 0.32479 0.020
H 0.13423 4.31539 1.13374 0.079
H 0.91208 5.55113 2.18017 0.104
H -0.80975 5.74304 1.67957 0.066
C -3.12262 2.93820 2.89173 0.050
N -2.68885 3.70757 1.69435 -0.393
O -2.46011 3.06659 0.66196 0.074
O -2.59019 4.93325 1.82479 0.006
H -3.16577 1.87789 2.63374 0.074
H -2.38792 3.11363 3.68017 0.104
H -4.10975 3.30554 3.17957 0.098
C -5.16963 -4.45945 -0.59615 0.037
N -5.25869 -4.63065 -2.07147 -0.423
O -4.61574 -5.56004 -2.57332 0.045
O -5.97150 -3.82708 -2.68402 0.042
H -4.51233 -5.23126 -0.19003 0.098
H -4.76165 -3.46511 -0.40376 0.075
H -6.17869 -4.56008 -0.19130 0.098
C 2.69932 1.00610 6.76492 0.037
N 2.51833 1.57744 5.40308 -0.412
O 1.43176 1.38085 4.84655 0.049
O 3.47227 2.20708 4.93127 0.058
H 1.78561 0.48140 7.05214 0.094
H 3.54377 0.31522 6.72294 0.103
H 2.89813 1.83566 7.44648 0.098
```

Output
E_tot (eV): -139462.4939
Frontier orbital gap (eV): 5.277
Total charge: -1
E_HOMO (eV): -3.6